{"formula": "C4H21NO6", "method": "ωB97M-V/def2-TZVPD", "species": ["C", "C", "C", "O", "C", "N", "H", "H", "H", "H", "H", "H", "H", "H", "H", "H", "H", "O", "H", "H", "O", "H", "H", "O", "H", "H", "O", "H", "H", "O", "H", "H"], "positions_angstrom": [[29.401, 6.575, -4.462], [30.049, 5.487, -3.609], [29.685, 5.628, -2.138], [30.218, 6.808, -1.624], [30.227, 6.841, -0.221], [29.692, 4.116, -4.040], [29.798, 6.681, -5.471], [29.634, 7.537, -3.983], [28.316, 6.461, -4.436], [31.138, 5.525, -3.674], [30.115, 4.760, -1.630], [28.594, 5.567, -2.036], [31.049, 6.261, 0.220], [29.282, 6.429, 0.151], [30.363, 7.861, 0.133], [28.681, 4.010, -4.038], [29.987, 4.070, -5.011], [29.033, 7.943, -7.911], [28.496, 8.197, -8.676], [28.402, 7.846, -7.174], [31.322, 9.108, -9.068], [30.627, 8.694, -8.513], [31.013, 10.006, -9.227], [27.046, 8.570, -5.869], [27.569, 9.092, -5.246], [26.375, 9.176, -6.205], [29.112, 7.333, -10.841], [29.888, 7.913, -10.767], [29.463, 6.445, -10.742], [29.740, 4.890, -8.521], [30.106, 4.769, -9.402], [29.633, 5.850, -8.402]], "forces_ev_per_a": [[0.446, 0.820, 0.870], [-0.186, -0.496, -0.238], [0.318, -0.840, -0.515], [0.201, 0.755, -0.013], [-0.143, -0.252, 0.348], [0.211, 0.530, -0.057], [-0.142, -0.506, -0.123], [-0.149, -0.039, -0.017], [-0.041, -0.056, -0.301], [0.020, 0.245, -0.031], [-0.035, -0.087, 0.119], [-0.157, 0.203, 0.201], [-0.027, -0.203, -0.242], [0.026, 0.176, 0.241], [-0.183, 0.122, -0.222], [0.034, 0.017, -0.079], [-0.184, -0.375, 0.004], [-0.288, -0.181, 0.026], [0.109, -0.310, 0.032], [0.123, 0.269, -0.116], [-0.428, -0.247, -0.001], [0.370, 0.303, -0.140], [0.057, -0.056, 0.088], [0.022, 0.130, 0.048], [-0.086, -0.110, -0.067], [0.084, -0.088, 0.047], [0.150, 0.393, 0.005], [-0.074, -0.164, 0.028], [-0.044, -0.032, -0.015], [-0.071, 0.298, 0.041], [0.078, -0.035, 0.115], [-0.009, -0.184, -0.037]], "smiles": "COC[C@H](C)N.O.O.O.O.O", "fmax_ev_per_a": 1.3, "homo_ev": -9.29, "gap_ev": 9.51, "charge": 0, "e_tot_ev": -18263.563}


{"formula": "C4H12NO", "method": "ωB97M-V/def2-TZVPD", "species": ["C", "C", "C", "C", "N", "H", "H", "H", "H", "H", "H", "H", "H", "H", "H", "H", "H", "O"], "positions_angstrom": [[-0.281, 2.479, 2.150], [0.268, 1.702, 0.955], [-0.287, 0.348, 0.894], [-1.199, -0.937, -0.975], [-0.170, -0.218, -0.580], [-0.506, 3.504, 1.954], [0.464, 2.386, 3.024], [-1.029, 1.999, 2.728], [1.338, 1.469, 1.068], [0.137, 2.222, 0.005], [-1.359, 0.329, 1.017], [0.266, -0.484, 1.426], [-1.768, -1.409, -0.128], [-1.337, -1.152, -2.026], [0.629, -0.084, -1.215], [1.308, -3.369, -2.909], [1.528, -3.194, -1.391], [1.314, -2.780, -2.205]], "forces_ev_per_a": [[1.585, -0.163, -3.714], [-2.036, 1.713, 2.014], [0.988, -4.164, -1.978], [2.229, 0.246, 1.629], [-2.363, -0.563, 0.241], [0.222, 0.808, 0.058], [0.321, -0.085, 0.594], [-1.102, -1.066, 1.441], [1.317, 0.407, -0.083], [0.501, 0.697, -0.027], [-0.157, -0.019, 0.635], [-0.840, 1.177, 0.310], [-0.305, 0.879, -1.277], [0.116, -0.435, -0.076], [-0.335, 0.410, 0.080], [0.171, -1.970, -1.742], [0.482, -1.136, 0.649], [-0.793, 3.266, 1.247]], "fmax_ev_per_a": 4.7, "homo_ev": [-17.98, -17.97], "gap_ev": [8.73, 2.34], "charge": 2, "e_tot_ev": -7856.415, "multiplicity": 2}


{"formula": "C4H8O5S", "method": "ωB97M-V/def2-TZVPD", "species": ["C", "C", "C", "C", "O", "O", "O", "O", "O", "S", "H", "H", "H", "H", "H", "H", "H", "H"], "positions_angstrom": [[1.243, -0.650, 1.197], [-0.706, -1.832, 0.401], [1.041, 0.704, 0.483], [-1.144, -0.795, -0.563], [-1.977, 1.923, -1.494], [0.211, 1.154, -2.109], [-0.093, 3.262, -0.636], [0.704, -1.811, 0.526], [-0.288, 1.039, 0.363], [-0.556, 2.041, -1.227], [2.425, -1.037, 1.088], [0.923, -0.705, 2.181], [-1.178, -1.892, 1.313], [-1.013, -2.773, -0.077], [1.627, 1.436, 1.017], [1.566, 0.801, -0.516], [-0.685, -0.553, -1.486], [-2.099, -0.312, -0.460]], "forces_ev_per_a": [[3.782, -1.734, -3.326], [1.757, 0.280, -2.826], [2.595, -0.823, -0.643], [-0.296, 1.626, 2.684], [0.885, 0.119, 0.774], [0.074, 1.912, 0.504], [0.465, -0.335, -1.183], [-0.754, 0.026, -0.364], [-2.433, -1.735, -1.671], [-1.011, -1.055, 0.105], [-2.928, 1.811, 0.780], [-0.542, 0.403, 2.060], [-1.309, 0.639, 2.280], [0.266, -0.185, -0.291], [-0.272, 0.571, 0.936], [-0.678, -1.031, 0.872], [0.927, -0.311, -0.737], [-0.527, -0.180, 0.046]], "fmax_ev_per_a": 5.3, "homo_ev": -10.40, "gap_ev": 8.44, "charge": 0, "e_tot_ev": -25345.596}